A structure of composition C46H50IN2O2P2PbSTe. Source: the OMol25 dataset; level of theory: ωB97M-V with the def2-TZVPD basis set.

Properties
Lowest unoccupied orbital energy ... -0.3213 Eh
Net charge ... +3
Orbital gap ... 6.02 eV
HOMO energy ... -0.54260 hartree

Last column: Löwdin charge in e.
Atoms and positions in Å:
1 Pb 0.238 0.162 -0.177  0.936
2 I -2.562 0.053 -1.775  0.983
3 Te -3.044 -1.580 1.251  1.676
4 S -0.516 -2.356 2.464  0.644
5 P -0.716 2.323 1.393  0.867
6 P 0.524 1.699 -2.609  0.930
7 O -1.357 -2.677 1.142  -0.589
8 O -1.600 -1.892 3.344  -0.418
9 N 2.491 0.245 0.826  -0.044
10 N 0.492 -1.309 2.022  -0.242
11 C 0.371 3.787 1.513  -0.367
12 C 4.963 0.605 2.035  0.039
13 C -0.488 1.961 -4.137  -0.276
14 C 1.688 -0.605 -3.380  -0.133
15 C -2.330 2.981 0.819  -0.398
16 C -2.647 4.433 1.199  -0.115
17 C 3.110 -1.140 4.720  -0.027
18 C 3.875 -0.942 -4.310  -0.045
19 C -2.846 0.947 -3.668  -0.553
20 C -3.688 1.818 -6.125  -0.001
21 C 2.649 -1.454 -3.905  -0.053
22 C 1.186 -6.286 3.761  -0.217
23 C 0.213 -5.649 4.537  0.004
24 C 1.635 -5.664 2.590  0.003
25 C -0.048 5.595 -1.726  -0.067
26 C 0.149 -3.847 2.982  -0.335
27 C -1.851 1.615 -4.443  -0.172
28 C 1.131 -4.444 2.190  -0.029
29 C 3.479 0.853 0.203  -0.133
30 C 1.889 -1.388 4.061  -0.005
31 C -0.320 -4.433 4.159  -0.032
32 C -0.199 4.260 -2.059  -0.118
33 C -3.837 -2.966 -0.118  -0.307
34 C 2.699 -0.268 2.085  -0.162
35 C 2.328 5.280 -1.560  -0.051
36 C -2.343 2.025 -5.730  -0.137
37 C -1.626 2.705 4.073  -0.109
38 C -4.311 -2.312 2.758  -0.266
39 C 1.933 0.768 -3.269  -0.408
40 C -1.495 2.671 -6.660  0.006
41 C 1.763 3.487 2.070  -0.112
42 C 0.266 2.630 -5.075  -0.073
43 C 4.749 1.045 0.763  -0.010
44 C 4.127 0.418 -4.205  -0.045
45 C 2.177 3.934 -1.880  -0.091
46 C 1.681 -1.013 2.758  -0.250
47 C -4.584 1.211 -5.309  -0.042
48 C 4.128 -0.519 4.065  -0.001
49 C -0.211 2.976 -6.345  -0.023
50 C 0.916 3.419 -2.164  -0.382
51 C -0.942 1.737 3.107  -0.394
52 C -4.146 0.756 -4.052  -0.171
53 C 1.730 -7.621 4.171  -0.016
54 C 1.222 6.112 -1.491  -0.050
55 C 3.934 -0.064 2.739  -0.131
56 C 3.162 1.275 -3.690  -0.094
57 H 5.083 -0.353 4.546  0.132
58 H 2.350 4.403 2.105  0.091
59 H -2.521 4.636 2.260  0.064
60 H -3.101 2.301 1.192  0.076
61 H -0.136 4.523 2.139  0.089
62 H -0.141 -6.124 5.443  0.134
63 H -3.131 -3.108 -0.931  0.021
64 H 2.383 -6.155 1.981  0.131
65 H -1.494 0.793 3.062  0.045
66 H -1.903 2.926 -7.630  0.132
67 H -4.791 -2.592 -0.487  0.047
68 H 3.374 2.334 -3.653  0.096
69 H 2.547 -7.489 4.885  0.106
70 H 1.104 -1.896 4.606  0.113
71 H -3.978 -3.889 0.441  0.048
72 H -3.863 -3.208 3.179  0.051
73 H 5.520 1.543 0.193  0.125
74 H 2.441 -2.511 -4.007  0.116
75 H -1.079 -3.945 4.756  0.123
76 H -0.916 6.239 -1.667  0.119
77 H 0.718 -1.008 -3.095  0.082
78 H -1.191 3.874 -2.277  0.108
79 H -4.848 0.255 -3.403  0.081
80 H 0.436 3.484 -7.047  0.126
81 H 0.056 1.471 3.469  0.075
82 H 3.317 5.681 -1.384  0.119
83 H 5.075 0.820 -4.535  0.120
84 H 3.057 3.305 -1.898  0.083
85 H 1.479 -3.968 1.281  0.127
86 H 3.265 1.216 -0.797  0.092
87 H 3.229 -1.457 5.747  0.126
88 H 1.281 2.916 -4.828  0.107
89 H -2.015 5.125 0.643  0.067
90 H 2.297 2.771 1.447  0.040
91 H -3.682 4.651 0.939  0.090
92 H 2.124 -8.167 3.317  0.091
93 H 0.967 -8.223 4.660  0.095
94 H -1.064 3.632 4.185  0.080
95 H 1.718 3.089 3.085  0.075
96 H -2.333 2.894 -0.269  0.029
97 H -3.990 2.173 -7.102  0.131
98 H 5.919 0.757 2.521  0.139
99 H 0.442 4.203 0.506  0.051
100 H -2.639 2.949 3.754  0.071
101 H 1.347 7.162 -1.259  0.121
102 H -5.271 -2.522 2.289  0.049
103 H 4.629 -1.603 -4.716  0.120
104 H -4.399 -1.544 3.523  0.042
105 H -5.612 1.059 -5.607  0.125
106 H -1.694 2.247 5.059  0.087

A structure of composition C46H51HfN10O4 at a distorted geometry. Source: the OMol25 dataset; level of theory: ωB97M-V with the def2-TZVPD basis set.

Properties
Lowest unoccupied orbital energy ... -0.0984 Eh
Net charge ... +1
Energy relative to the best compared isomer or geometry (same formula, charge and spin) ... 0.000 eV
Orbital gap ... 7.62 eV
HOMO energy ... -0.37851 hartree

Last column: Löwdin charge in e.
Atoms and positions in Å:
1 Hf 0.041 -0.148 0.090  1.788
2 O 0.096 -2.866 3.652  0.054
3 O 2.153 -0.824 0.238  -0.105
4 O -0.123 -2.081 -0.746  -0.183
5 O -1.992 -0.380 0.332  -0.188
6 N 3.913 -2.005 1.143  -0.136
7 N 0.867 2.215 -2.601  0.147
8 N 0.336 -0.062 -2.319  0.053
9 N 0.643 0.891 -4.444  0.150
10 N -0.058 -2.482 1.410  0.135
11 N -0.509 -4.600 2.307  -0.036
12 N -0.511 0.112 2.289  -0.055
13 N -1.805 -0.314 2.630  0.116
14 N 1.653 1.348 1.567  0.054
15 N 4.248 -0.380 -0.486  -0.093
16 C -1.742 2.593 -4.454  -0.005
17 C -0.873 2.778 0.608  -0.137
18 C -0.241 2.055 -0.429  -0.196
19 C -5.879 -1.683 0.471  -0.070
20 C 0.836 5.022 -2.616  -0.034
21 C 5.694 -0.491 -0.339  -0.024
22 C 4.417 -3.200 0.457  -0.038
23 C -1.507 -1.261 -3.354  -0.033
24 C 3.812 0.533 -1.530  -0.033
25 C 0.225 4.233 -1.488  -0.225
26 C 1.639 2.227 -6.197  -0.016
27 C -0.990 4.152 0.595  -0.078
28 C -0.556 2.830 -5.348  -0.216
29 C -1.205 -3.335 -4.508  -0.077
30 C 0.261 2.821 -1.461  -0.244
31 C -4.576 -1.016 2.840  -0.024
32 C 3.642 2.090 3.333  -0.031
33 C -5.898 -1.429 2.864  -0.073
34 C -2.484 -0.510 1.554  -0.407
35 C 0.708 -2.201 -3.529  -0.237
36 C 2.684 2.066 1.150  -0.108
37 C 1.557 1.037 2.862  -0.204
38 C 2.536 1.375 3.780  0.006
39 C 0.506 4.128 -7.105  -0.068
40 C 0.152 -3.266 -4.238  -0.038
41 C -0.146 -1.198 -3.088  -0.295
42 C 0.577 0.982 -3.089  -0.391
43 C -0.554 3.900 -6.241  -0.041
44 C -0.135 -3.268 2.523  -0.503
45 C -6.549 -1.765 1.682  -0.078
46 C 3.707 2.462 2.003  -0.028
47 C -0.712 -5.086 1.053  -0.031
48 C -0.631 -5.455 3.486  -0.003
49 C 0.570 2.007 -5.337  -0.213
50 C 3.384 -1.050 0.285  -0.455
51 C 1.606 3.282 -7.094  -0.073
52 C -4.555 -1.265 0.444  -0.018
53 C -3.902 -0.933 1.628  -0.145
54 C 0.268 0.391 3.264  -0.237
55 C -0.414 4.877 -0.448  -0.046
56 C 3.125 -2.288 2.347  -0.018
57 C -0.038 0.176 4.701  -0.006
58 C 2.174 -2.178 -3.215  -0.021
59 C -2.045 -2.321 -4.063  -0.065
60 C -0.592 -4.319 -0.055  0.039
61 C -0.255 -2.962 0.201  -0.443
62 H 0.345 4.839 -3.577  0.071
63 H -6.424 -1.492 3.807  0.105
64 H -2.657 2.903 -4.956  0.091
65 H -6.379 -1.941 -0.453  0.104
66 H -7.581 -2.089 1.708  0.105
67 H 0.349 -5.690 3.896  0.098
68 H 2.679 -3.034 -3.663  0.084
69 H -1.144 -6.367 3.188  0.091
70 H 6.122 -1.036 -1.183  0.098
71 H 2.342 -2.204 -2.135  0.067
72 H 4.122 1.548 -1.278  0.090
73 H -0.989 -6.131 1.013  0.133
74 H 2.434 1.101 4.819  0.118
75 H -1.846 1.541 -4.192  0.068
76 H 4.425 2.370 4.024  0.117
77 H -1.302 2.257 1.456  0.081
78 H 1.900 4.802 -2.756  0.088
79 H 3.595 -3.847 0.132  0.099
80 H 2.434 3.444 -7.770  0.107
81 H 4.290 0.259 -2.472  0.100
82 H 3.317 -3.316 2.652  0.097
83 H 0.577 -0.038 -4.832  0.149
84 H 6.120 0.512 -0.327  0.097
85 H 0.466 4.962 -7.792  0.109
86 H 2.055 -2.197 2.179  0.049
87 H -3.108 -2.360 -4.259  0.107
88 H 2.494 1.563 -6.153  0.115
89 H -1.671 3.160 -3.522  0.085
90 H 0.759 6.090 -2.420  0.085
91 H -1.419 4.551 -6.270  0.120
92 H -1.205 -4.934 4.247  0.097
93 H 3.432 -1.636 3.164  0.091
94 H -1.500 4.665 1.400  0.104
95 H -0.773 -4.692 -1.049  0.116
96 H -2.152 -0.480 -2.967  0.116
97 H 2.675 2.349 0.104  0.104
98 H 2.656 -1.275 -3.595  0.070
99 H -0.470 5.959 -0.456  0.112
100 H -1.608 -4.172 -5.064  0.104
101 H -4.066 -0.759 3.759  0.111
102 H 5.006 -2.926 -0.416  0.078
103 H 1.130 2.865 -3.327  0.107
104 H 0.580 -0.653 5.057  0.095
105 H 0.804 -4.061 -4.583  0.112
106 H 4.525 3.059 1.624  0.113
107 H 5.063 -3.754 1.135  0.097
108 H 0.203 1.067 5.283  0.091
109 H 5.933 -0.999 0.589  0.094
110 H 2.736 0.490 -1.662  0.055
111 H -1.076 -0.097 4.842  0.076
112 H -4.022 -1.198 -0.492  0.108

Question: Number 2 is which compound?
Answer: C46H51HfN10O4